Record 1
19
Properties=species:S:1:pos:R:3:forces:R:3 method="wB97M-V/def2-TZVPD" e_tot_ev=-19288.6336 homo_lumo_gap_ev=9.018 homo_energy_ev=-8.1 spin_multiplicity=1 fmax_ev_per_a=5.2
C -1.3918 -1.9229 -0.4530 2.9 2.0 3.5
C -0.4479 -1.4952 0.3791 -2.2 -0.6 -1.9
C 0.6673 -1.0651 1.2313 2.5 -2.0 -4.0
C 1.3578 -0.0302 0.2305 0.4 1.7 3.2
C 0.4373 1.0104 -0.5220 3.3 -0.3 1.8
C -0.2964 1.7072 0.5943 -4.8 1.9 -0.5
S -2.1719 0.7937 0.4090 1.3 0.8 0.8
C -1.2614 -0.4997 -0.4298 -0.2 0.7 -0.8
C -0.4824 0.2347 -1.4895 2.9 -1.2 -0.2
H -1.8440 -2.6889 -0.8872 -1.9 -3.2 -1.7
H 0.1704 -0.7162 2.0681 -0.2 1.2 2.1
H 1.5226 -1.8397 1.4103 -1.9 1.1 0.2
H 2.1536 0.4392 0.8986 -1.1 0.3 -0.8
H 1.9807 -0.5282 -0.4301 0.8 -1.5 -1.6
H 1.1737 1.7752 -0.8930 -0.8 -0.8 -0.5
H -0.1795 1.5113 1.6633 0.9 -0.1 -0.5
H -0.5426 2.8562 0.4444 0.7 -2.4 0.2
H 0.1527 -0.5336 -2.2040 -1.6 2.1 1.7
H -0.9981 0.9918 -2.0203 -0.9 0.2 -1.0

---

Record 2
19
Properties=species:S:1:pos:R:3:forces:R:3 method="wB97M-V/def2-TZVPD" e_tot_ev=-19287.1187 homo_lumo_gap_ev="5.664 / 7.400" homo_energy_ev="-4.8 / -9.2" spin_multiplicity=3 fmax_ev_per_a=7.2
C 0.7910 -1.9150 0.0407 -6.5 -3.2 0.5
C -0.5228 -1.3845 0.0224 3.2 -5.1 1.2
C 1.8620 -1.1604 -0.1633 3.5 0.4 -1.2
C -0.7402 -0.1109 -0.3143 -3.1 5.8 -1.0
C 1.2492 1.0240 0.8337 -1.9 0.0 1.0
C 1.7477 0.2278 -0.2690 1.8 3.3 -2.9
C 0.3395 0.8288 -0.3601 1.5 -2.7 0.4
C -2.1864 0.5404 -0.6554 2.5 -3.0 1.0
S -3.5737 -0.3654 0.2541 1.6 1.8 -0.3
H 1.0104 -2.9909 -0.0207 -0.8 0.3 0.8
H -1.3844 -1.8841 0.3639 -0.7 -1.4 0.0
H 2.6632 -1.7071 -0.6059 1.1 0.3 0.1
H 0.8294 0.4360 1.6170 0.3 0.0 1.1
H 1.3956 2.0562 0.9346 1.1 1.1 0.7
H 2.5818 0.6868 -0.8974 -1.4 -0.3 0.8
H 0.1489 1.6193 -0.9579 0.0 2.7 -1.8
H -2.1991 0.4373 -1.7040 -0.9 -0.4 -1.4
H -2.0909 1.5822 -0.4808 -0.5 1.0 0.7
H -2.9504 0.2706 1.2811 -0.9 -0.7 0.4

---

Record 3
35
Properties=species:S:1:pos:R:3:forces:R:3 method="wB97M-V/def2-TZVPD" e_tot_ev=-147556.4359 homo_lumo_gap_ev="2.073 / 2.103" homo_energy_ev="0.1 / 0.1" charge=-2 spin_multiplicity=4 fmax_ev_per_a=4.5
V 7.9434 6.1595 7.9251 1.1 1.2 0.0
N 11.7070 8.1231 7.5129 0.9 0.4 0.4
C 10.6294 7.4461 7.8181 1.5 -2.3 0.9
O 9.5146 7.7381 7.4175 -2.6 0.1 -0.2
C 10.9246 6.1786 8.6511 -1.2 0.2 0.8
C 9.6094 5.4591 9.0917 0.2 2.9 0.2
H 11.6393 9.1062 7.3310 0.3 0.2 -0.4
H 12.5445 7.7558 7.9436 0.3 0.7 -0.1
H 11.4559 6.4711 9.5905 0.0 0.1 -1.0
H 11.5695 5.5029 8.1092 0.4 0.0 -0.4
H 9.5757 5.7440 10.1516 -0.7 -0.4 0.0
H 9.7346 4.4397 9.0327 0.3 -2.5 0.0
Te 17.4590 9.7821 9.0810 0.3 -0.1 0.2
Te 15.1707 9.9247 10.5276 -0.3 -0.1 0.0
Te 16.6543 10.1091 5.1617 -1.0 2.7 -2.9
Te 17.2590 8.3370 6.7505 0.8 -2.5 2.6
O 6.6294 7.4271 8.9396 0.2 0.4 1.0
N 5.9603 8.4281 8.4102 4.3 1.0 -1.0
C 6.6404 9.6089 8.0459 1.4 -0.1 2.0
C 6.0605 10.6031 7.2908 -2.2 -3.2 -0.2
C 4.8122 10.2625 6.6859 -0.1 1.2 1.9
C 4.2103 9.0470 7.1264 -1.1 3.0 -2.9
C 4.7847 8.1535 7.9505 -1.8 -1.0 0.0
H 7.6963 9.8152 8.4872 -2.1 -1.2 -0.7
H 6.5667 11.5021 7.2089 0.8 1.6 -0.5
H 4.2433 11.1260 6.1879 0.8 -2.0 0.3
H 3.2696 8.8529 6.6443 -0.4 -0.4 0.3
H 4.3606 7.1757 8.2021 0.3 0.5 -0.1
F 6.3779 4.8080 7.9916 0.0 -0.1 -1.1
As 5.6574 4.7041 6.2966 -1.5 -1.7 0.2
F 5.3943 2.9820 6.7098 0.2 1.7 -0.9
F 7.1766 4.3694 5.5691 0.0 -0.1 0.3
F 4.7799 4.6831 4.7875 0.8 -0.4 0.5
F 6.0041 6.4098 6.0624 0.4 0.0 0.5
F 4.1742 5.1386 7.0522 -0.3 0.1 0.4

---

Record 4
38
Properties=species:S:1:pos:R:3:forces:R:3 method="wB97M-V/def2-TZVPD" e_tot_ev=-70407.4773 homo_lumo_gap_ev=2.061 homo_energy_ev=5.4 charge=-4 spin_multiplicity=1 fmax_ev_per_a=6.4
Be 19.4370 -13.7720 10.0543 -3.8 -2.6 -1.4
S 16.5186 -14.5326 11.1619 -2.1 -3.9 -3.0
O 15.2822 -14.0384 10.5726 -0.8 1.3 0.3
O 17.5036 -13.5052 11.4442 4.3 4.5 1.7
O 16.1713 -15.2784 12.3671 -0.2 -0.4 2.8
O 17.2188 -15.3996 10.2358 0.9 -1.0 -0.8
S 20.0542 -16.7005 9.0436 -2.2 -3.3 -0.8
O 21.1285 -17.5130 8.4242 2.1 0.9 -0.5
O 20.4434 -16.1263 10.3240 1.9 2.1 3.3
O 19.5246 -15.6001 8.2931 0.5 4.0 -2.3
O 18.9597 -17.6228 9.1786 -1.4 -2.2 1.1
S 16.8700 -12.8696 7.4664 -3.1 -2.8 0.5
O 17.6553 -12.8740 8.6847 3.5 0.3 3.4
O 16.6100 -14.2449 7.0345 0.2 0.1 -0.9
O 15.5918 -12.2304 7.8038 -0.6 1.3 -0.6
O 17.6055 -12.1247 6.4511 1.7 1.9 -2.5
C 23.0590 -15.1717 13.6429 -0.9 0.6 -0.7
C 22.1475 -14.4733 12.6981 -1.0 0.5 -0.4
N 21.4826 -13.9012 11.9399 0.9 -0.7 1.1
H 23.2156 -14.5590 14.5307 0.4 0.3 -0.2
H 23.9433 -15.3039 13.0195 0.3 -0.4 0.6
H 22.6335 -16.0938 14.0387 0.0 -0.2 -0.6
C 18.4032 -10.9080 13.7122 0.4 -0.7 -0.4
C 19.0779 -11.1808 12.4848 1.6 0.4 -5.8
N 19.5940 -11.2780 11.4273 -1.3 0.1 3.5
H 17.5209 -11.5448 13.6478 -0.1 -0.2 0.7
H 18.1562 -9.8506 13.8069 0.2 -0.1 0.1
H 19.2375 -11.2618 14.3179 -0.8 0.1 1.5
N 20.1915 -12.1170 7.3921 2.0 -0.5 -0.2
C 20.6643 -11.1502 8.2112 -1.6 1.6 -1.1
C 21.6325 -11.6672 8.9555 1.4 1.8 2.2
C 21.7785 -13.0084 8.6470 2.3 -0.6 1.2
C 20.9564 -13.2302 7.6181 -2.2 -0.9 -2.5
H 19.4204 -12.0578 6.7424 -1.4 -0.2 -0.1
H 20.2816 -10.1405 8.2308 -0.3 -0.2 0.0
H 22.1592 -11.0720 9.6867 0.1 -0.2 0.3
H 22.6436 -13.5605 8.9834 -0.4 -0.6 0.0
H 20.8943 -14.0628 6.9331 -0.4 -0.2 0.6

---

Record 5
20
Properties=species:S:1:pos:R:3:forces:R:3 method="wB97M-V/def2-TZVPD" e_tot_ev=-78513.2953 homo_lumo_gap_ev=10.097 homo_energy_ev=-9.4 spin_multiplicity=1 fmax_ev_per_a=5.8
C -0.8582 3.5570 0.1301 -2.1 2.2 2.6
C -0.0091 2.4694 -0.0366 -0.8 0.7 0.6
C 0.5936 1.4769 -0.1499 2.9 -4.7 -1.7
C 1.2065 0.1599 -0.4489 2.2 1.2 1.6
Br 3.2337 0.2245 0.0220 -1.5 -0.1 -0.6
C 0.7156 -0.8001 -1.4594 -1.5 0.7 -1.0
C 0.4593 -1.0542 0.0144 0.9 -0.6 -0.7
C -0.8020 -0.6718 0.6259 -3.2 0.0 1.5
C 1.0485 -2.3488 0.5810 0.2 0.8 1.1
H -0.4700 4.3306 -0.5506 -0.7 0.4 0.7
H -0.9535 3.8646 1.3073 0.6 -0.3 -2.9
H -1.9153 3.2680 -0.0891 0.8 0.4 -0.3
H -0.0708 -0.4078 -2.1341 0.2 -0.2 0.7
H 1.3279 -1.4706 -2.0260 0.8 -0.2 0.3
H -0.5907 0.0950 1.3970 -0.2 -0.6 0.0
H -1.2384 -1.6049 1.1469 0.1 1.6 -0.9
H -1.5613 -0.1248 -0.0383 1.0 -1.2 0.7
H 1.0850 -2.4830 1.7073 -0.6 0.5 -1.2
H 2.0679 -2.4316 0.3184 1.2 -0.1 -0.6
H 0.5204 -3.1624 0.1181 -0.3 -0.5 0.0

---

Record 6
22
Properties=species:S:1:pos:R:3:forces:R:3 method="wB97M-V/def2-TZVPD" e_tot_ev=-91395.7747 homo_lumo_gap_ev=7.518 homo_energy_ev=-8.2 spin_multiplicity=1 fmax_ev_per_a=4.3
C -0.8656 2.1609 -1.2002 1.9 1.1 -3.6
C 0.3337 1.2737 -0.8963 2.3 1.5 1.6
C 0.3227 0.6404 0.4739 -1.0 1.3 1.8
C 0.9570 -0.7020 0.6813 -0.5 -1.3 -1.9
C 1.8231 -1.2536 -0.4000 1.5 -0.5 -1.0
Br 3.6099 -0.4053 -0.2655 -0.4 -0.1 -0.1
C 1.9679 -2.2607 -1.2526 -1.4 1.5 1.7
S 2.0270 -3.4571 -2.2175 0.2 -0.4 -0.5
C -0.5341 -0.5751 0.6776 -1.7 -0.1 0.5
C -1.3865 -0.7448 2.0054 2.1 -0.3 0.8
O -1.2314 -1.1062 -0.4394 4.2 -1.0 0.0
H -0.5598 3.0628 -1.9526 -0.7 -2.0 2.0
H -1.4993 2.5289 -0.4591 -0.6 0.5 1.6
H -1.4021 1.5027 -1.8213 -1.6 -0.4 -0.9
H 1.2394 1.9805 -0.8238 -0.8 -1.4 -0.7
H 0.4503 0.4366 -1.6012 0.1 0.8 -0.2
H 0.3301 1.3757 1.3407 0.1 -1.0 -1.1
H 1.3332 -1.1499 1.5446 0.6 0.4 2.0
H -0.9380 -0.1274 2.9486 -1.1 -1.6 -2.4
H -1.4615 -1.8553 2.2227 0.3 1.3 0.1
H -2.4159 -0.4515 1.8195 0.0 0.5 0.0
H -2.1002 -0.8731 -0.3847 -3.7 1.1 0.2